# 1
Entry from the OMol25 dataset: C20H21GaN6O8S as an isolated structure (ωB97M-V/def2-TZVPD).

Geometry as XYZ:
```
57
Properties=species:S:1:pos:R:3
Ga 0.146 -0.757 0.372
S 2.670 -0.507 0.451
O -2.083 5.195 1.451
O -1.779 -0.355 -0.099
O -3.361 3.868 0.193
O 0.058 -1.442 2.097
O -0.042 -2.419 -0.641
O -3.193 1.327 -0.541
O 0.458 -0.141 -1.526
O 0.744 -2.943 3.580
N -0.005 -1.083 -2.305
N 4.171 -1.965 2.052
N -0.272 -2.250 -1.895
N -0.176 3.244 1.832
N 2.387 -3.082 1.063
N -0.029 1.209 1.093
C -0.810 -0.075 -6.286
C -0.266 -0.752 -3.680
C -0.035 -2.594 2.715
C -2.151 0.857 -0.078
C 3.836 -4.189 2.614
C 4.568 -3.053 2.755
C -0.526 -1.394 -5.956
C -0.815 0.901 -5.301
C 2.727 -4.159 1.739
C -1.199 1.757 0.631
C -2.299 4.130 0.920
C 0.572 2.125 1.830
C 5.766 -2.898 3.631
C 1.863 -5.361 1.566
C -1.224 -3.432 2.304
C 3.081 -1.955 1.228
C -0.245 -1.743 -4.645
C -0.541 0.568 -3.983
C -1.305 3.037 1.078
C 1.826 1.966 2.609
H -3.349 2.921 -0.173
H -1.135 -3.680 1.246
H 2.699 2.215 2.006
H 1.913 0.930 2.930
H 1.311 -5.290 0.633
H 1.146 -5.373 2.391
H -1.025 0.190 -7.312
H 5.989 -3.834 4.134
H -2.138 -2.850 2.416
H 5.587 -2.132 4.387
H 4.669 -1.090 2.151
H 0.010 4.113 2.313
H 1.803 2.615 3.484
H -0.020 -2.763 -4.369
H 6.635 -2.600 3.044
H -1.039 1.928 -5.553
H 4.095 -5.083 3.160
H 2.446 -6.281 1.600
H -0.546 1.307 -3.196
H -1.282 -4.338 2.902
H -0.516 -2.156 -6.723
```

Output
Energy above the lowest of the compared OMol25 structures with the same formula, charge and spin in kcal/mol: 15.77
Multiplicity: 1
Calculated total energy in hartree: -4028.3073

# 2
Entry from the OMol25 dataset: C10H16BiBrClINOP as an isolated structure (ωB97M-V/def2-TZVPD).

Geometry as XYZ:
```
33
Properties=species:S:1:pos:R:3
Bi 1.485 0.541 0.489
I -2.438 -1.231 -1.702
Br 2.092 -4.460 3.949
Cl 2.226 1.314 2.689
P -0.284 2.581 -0.556
O -4.931 -2.934 -0.127
N 1.618 -2.073 0.560
C 1.321 -4.343 -0.145
C -0.318 3.863 0.761
C 1.556 -4.806 1.142
C -3.993 -2.370 -0.482
C 1.338 -2.978 -0.396
C 1.850 -3.861 2.114
C -0.905 -0.223 0.808
C 0.507 3.518 -1.868
C 1.880 -2.501 1.823
C -2.044 2.650 -1.083
H -2.432 3.678 -1.201
H 0.635 3.918 1.303
H -1.824 0.285 0.490
H -0.971 -1.309 0.666
H 0.038 4.503 -1.920
H 1.111 -5.033 -0.936
H -0.543 4.846 0.326
H -2.099 2.127 -2.046
H 2.070 -1.735 2.572
H -1.113 3.591 1.461
H 1.100 -2.577 -1.380
H 0.351 2.990 -2.809
H 1.505 -5.846 1.419
H 1.580 3.631 -1.693
H -2.677 2.113 -0.364
H -0.820 0.009 1.894
```

Output
Energy above the lowest of the compared OMol25 structures with the same formula, charge and spin in kcal/mol: 22.92
Multiplicity: 1
Charge: +2
Calculated total energy in hartree: -4407.7972

# 3
Entry from the OMol25 dataset: C23H45Cl3N2O6PSiTl as an isolated structure (ωB97M-V/def2-TZVPD).

Geometry as XYZ:
```
82
Properties=species:S:1:pos:R:3
Tl 2.854 -0.659 -4.710
Cl -0.633 -0.448 -1.053
Cl 1.061 1.490 1.888
Cl 1.721 -2.966 -3.846
P -0.644 0.817 2.562
Si -0.354 0.447 -5.710
O -0.869 1.513 3.936
O 1.082 -0.290 -6.433
O -1.792 1.159 1.590
O -0.255 2.722 -1.005
O -0.607 -0.716 2.712
O -3.309 -1.759 -2.517
N -1.721 -3.370 -2.074
N -0.621 4.183 -2.736
C 2.396 -2.759 -7.198
C -0.664 1.216 -10.342
C -2.013 3.798 -2.939
C 1.873 -3.514 -9.979
C 1.221 2.685 -10.025
C -2.331 -2.185 -1.935
C -1.900 -4.033 -3.353
C 0.021 2.389 -10.677
C 1.627 -2.133 -9.461
C -1.808 -0.319 -6.558
C -0.173 2.271 -6.028
C -0.675 -3.907 -1.189
C 1.040 0.646 -8.724
C 1.700 -0.316 -7.746
C 0.578 -1.577 2.744
C -1.900 1.038 4.870
C 0.150 3.557 -1.811
C -0.156 0.342 -9.370
C 1.719 1.832 -9.041
C -0.050 5.203 -3.598
C -0.344 0.073 -3.913
C 1.858 -1.768 -8.186
C -2.162 2.516 1.211
H 1.784 -2.864 -6.291
H 1.365 -4.276 -9.370
H -1.744 -1.451 -1.144
H 2.946 -3.770 -9.996
H 0.113 -0.914 -3.734
H 0.322 -3.594 -1.539
H -0.707 6.081 -3.633
H 0.695 2.667 -5.481
H -0.372 3.075 -11.435
H 0.946 -1.719 1.721
H -1.459 0.283 5.536
H -2.000 0.148 -7.534
H -2.904 2.890 1.928
H -1.646 -1.397 -6.705
H -0.831 -3.586 -0.153
H -0.743 -5.000 -1.243
H -1.033 -3.819 -3.995
H -1.068 2.830 -5.721
H 3.427 -2.540 -6.885
H 1.505 -3.636 -11.006
H -1.277 3.160 1.186
H -2.124 3.109 -3.791
H -2.582 2.439 0.208
H -2.766 0.609 4.339
H 0.103 4.835 -4.623
H 0.234 -2.527 3.162
H -2.699 -0.183 -5.927
H 1.784 3.589 -10.275
H -2.596 4.702 -3.153
H -1.963 -5.110 -3.183
H -2.813 -3.658 -3.814
H 1.213 3.895 -1.855
H -0.011 2.461 -7.097
H 2.725 0.068 -7.590
H -2.213 1.918 5.440
H -1.599 0.972 -10.838
H 1.362 -1.145 3.377
H 1.288 -1.412 -10.207
H 0.186 0.830 -3.320
H -0.641 -0.615 -9.171
H 2.412 -3.754 -7.663
H -2.392 3.310 -2.037
H 2.672 2.040 -8.539
H -1.394 0.042 -3.573
H 0.923 5.490 -3.179
```

Output
Energy above the lowest of the compared OMol25 structures with the same formula, charge and spin in kcal/mol: 3.52
Multiplicity: 1
Calculated total energy in hartree: -3648.2723

# 4
Entry from the OMol25 dataset: C11H18CuNO as an isolated structure (ωB97M-V/def2-TZVPD).

Geometry as XYZ:
```
32
Properties=species:S:1:pos:R:3
Cu 0.930 0.975 0.821
O 0.937 1.115 2.810
N -1.072 -2.086 -1.271
C -0.043 0.111 -1.769
C -0.018 0.031 -3.161
C 0.149 -2.649 -0.732
C -0.017 2.013 3.430
C 1.902 1.455 -3.224
C 0.912 0.861 -1.069
C 0.949 0.698 -3.891
C 0.155 2.022 4.929
C 1.878 1.529 -1.839
C -2.231 -2.742 -0.705
C -1.135 -0.646 -1.050
H -1.081 -0.415 0.033
H 2.641 2.121 -1.347
H 0.960 0.629 -4.972
H -1.026 1.719 3.135
H 0.215 -2.517 0.365
H -0.049 1.037 5.355
H 1.015 -2.165 -1.181
H 2.665 1.984 -3.784
H -2.297 -2.610 0.391
H -3.142 -2.340 -1.149
H 0.191 -3.716 -0.950
H 0.197 2.986 2.993
H -2.116 -0.308 -1.398
H 0.866 0.248 3.227
H -0.762 -0.573 -3.669
H 1.166 2.320 5.202
H -2.192 -3.812 -0.912
H -0.547 2.724 5.379
```

Output
Multiplicity: 1
Calculated total energy in hartree: -2200.3614